{"formula": "C23H38Br3N3O2S", "method": "the ωB97M-V functional and the def2-TZVPD basis", "elements": ["C", "C", "C", "C", "C", "C", "C", "C", "C", "C", "C", "C", "C", "C", "O", "C", "C", "C", "N", "N", "N", "C", "C", "C", "C", "S", "C", "O", "H", "H", "H", "H", "H", "H", "H", "H", "H", "H", "H", "H", "H", "H", "H", "H", "H", "H", "H", "H", "H", "H", "H", "H", "H", "H", "H", "H", "H", "H", "H", "H", "H", "H", "H", "H", "H", "C", "Br", "Br", "Br", "H"], "positions_angstrom": [[0.258173, 2.140377, -1.680761], [-0.603490, 2.508356, -2.866645], [0.051431, 2.448470, -4.221818], [-1.922335, 2.840353, -2.667093], [-2.873787, 1.846329, -2.032713], [-4.131684, 2.470170, -1.383463], [-4.244441, 2.309819, 0.144181], [-5.702955, 2.642605, 0.542815], [-3.932499, 0.886667, 0.641149], [-2.899030, 0.824457, 1.796626], [-1.672668, 0.001612, 1.512298], [-1.695504, -1.290124, 1.137880], [-2.950069, -2.099912, 0.998796], [-0.425737, -2.019826, 0.837600], [-0.485026, -3.158424, 0.413367], [0.887724, -1.370142, 1.088767], [2.102287, -2.219695, 0.856311], [2.826250, -1.922131, -0.493620], [3.008219, -3.217324, -1.164356], [2.012307, -1.110595, -1.392468], [4.161419, -1.309511, -0.226026], [0.913295, -0.092127, 1.499925], [2.176348, 0.649323, 1.820301], [2.521613, 0.541851, 3.326012], [2.715151, 1.890106, 4.026514], [3.912465, 3.005570, 3.260866], [-0.354367, 0.674622, 1.666430], [-0.287120, 1.859640, 1.953234], [0.450827, 3.011138, -1.057554], [1.211560, 1.697486, -1.977706], [-0.238597, 1.390046, -1.058786], [0.552964, 1.480072, -4.268386], [0.809372, 3.227738, -4.379022], [-0.673679, 2.511283, -5.027922], [-2.321487, 3.808133, -2.969350], [-3.193302, 1.217757, -2.867861], [-2.309348, 1.211100, -1.348656], [-4.109701, 3.538693, -1.606002], [-5.021820, 2.041704, -1.847044], [-3.623946, 3.064704, 0.631445], [-5.922275, 3.706814, 0.468586], [-5.947910, 2.242815, 1.526071], [-6.359188, 2.122581, -0.160691], [-3.594513, 0.228536, -0.155909], [-4.859138, 0.439534, 1.006538], [-2.543724, 1.840909, 1.964577], [-3.349710, 0.527453, 2.746792], [-3.365256, -1.971131, -0.002820], [-3.700170, -1.719685, 1.692988], [-2.768261, -3.155617, 1.165956], [1.797829, -3.261359, 0.808233], [2.828305, -2.034594, 1.644925], [3.506871, -3.819014, -0.516838], [3.597245, -3.085792, -1.979311], [2.295464, -0.137298, -1.346197], [2.203949, -1.395668, -2.346844], [4.295941, -0.473991, -0.783099], [4.885373, -1.952239, -0.518812], [2.027842, 1.697931, 1.576127], [3.015637, 0.248116, 1.259480], [3.449643, -0.019591, 3.455632], [1.751749, -0.015576, 3.864918], [3.106543, 1.732288, 5.032002], [1.744758, 2.370270, 4.157154], [3.282925, 3.327322, 2.125043], [4.868547, -7.085690, -1.642149], [4.247709, -8.774542, -2.315043], [4.590730, -5.671871, -2.919414], [4.080402, -6.668738, 0.063816], [5.933871, -7.172543, -1.488979]], "forces_ev_per_a": [[-0.33, -1.51, -0.18], [-0.60, 0.38, 0.27], [0.33, 1.53, 0.27], [0.84, -0.55, 0.28], [0.08, 1.20, 0.82], [0.72, -0.24, 0.24], [-1.01, 0.01, -0.11], [0.20, -0.29, -0.42], [0.10, -0.26, 0.52], [0.22, 0.61, -0.23], [-0.08, -0.48, -0.09], [0.04, 0.10, 0.11], [-0.14, 0.51, 0.03], [-0.12, -0.22, -0.12], [0.08, 0.16, 0.09], [-0.14, 0.24, 0.12], [0.14, 0.55, -0.32], [0.42, -0.58, -0.62], [-0.23, 0.41, 0.45], [0.26, 0.17, -0.06], [-0.20, 0.27, -0.01], [0.14, -0.43, -0.25], [-0.10, -0.16, 0.43], [0.45, 0.18, 0.18], [-0.59, -0.22, -0.06], [0.36, 0.12, 0.13], [0.19, 0.36, 0.20], [-0.12, -0.20, -0.02], [-0.01, 0.10, -0.08], [0.02, 0.08, -0.07], [0.12, 0.09, 0.19], [-0.01, -0.02, -0.07], [0.14, -0.17, -0.09], [-0.05, 0.00, 0.00], [-0.40, -0.62, -1.54], [0.06, -0.10, 0.04], [-0.17, -0.16, 0.00], [-0.30, 0.02, -0.08], [-0.05, 0.04, 0.02], [0.38, -0.27, 0.00], [-0.02, 0.04, 0.15], [0.05, 0.36, 0.19], [-0.12, 0.04, 0.05], [-0.02, 0.15, -0.16], [-0.05, -0.05, -0.13], [0.04, -0.03, 0.13], [-0.07, -0.24, -0.08], [0.03, -0.19, -0.05], [-0.04, -0.13, 0.03], [0.05, -0.03, 0.00], [-0.06, -0.02, 0.25], [-0.03, -0.24, 0.11], [-0.04, -0.26, -0.19], [0.09, -0.06, 0.01], [-0.23, 0.06, 0.23], [-0.12, -0.12, 0.00], [-0.04, 0.04, 0.02], [0.05, -0.05, 0.12], [0.03, 0.00, -0.18], [-0.04, 0.10, -0.18], [-0.03, -0.11, -0.15], [-0.08, 0.05, -0.01], [0.08, -0.01, -0.01], [0.08, 0.23, -0.16], [-0.20, -0.09, 0.06], [0.00, 0.00, 0.01], [-0.01, 0.03, 0.01], [0.05, -0.12, -0.05], [0.00, -0.01, -0.02], [0.01, 0.01, 0.00]], "nbo_charge": [-0.6362, 0.0300, -0.6439, -0.2043, -0.4411, -0.3927, -0.2030, -0.5972, -0.4067, -0.4513, -0.0819, -0.0137, -0.6547, 0.5059, -0.5137, -0.0073, -0.4818, 0.4198, -0.8314, -0.8392, -0.8836, -0.0461, -0.4780, -0.3969, -0.5163, -0.0435, 0.5831, -0.5541, 0.2240, 0.1876, 0.2178, 0.2196, 0.2085, 0.2191, 0.1940, 0.2123, 0.2098, 0.2041, 0.1952, 0.2005, 0.2082, 0.2029, 0.1965, 0.2088, 0.2064, 0.2434, 0.2228, 0.2326, 0.2175, 0.2475, 0.2551, 0.2338, 0.3608, 0.3474, 0.3521, 0.3652, 0.3581, 0.3645, 0.2335, 0.2419, 0.2099, 0.2078, 0.2252, 0.2215, 0.1176, -0.4999, 0.1018, 0.0864, 0.0926, 0.2255], "max_force_ha_per_bohr": 0.033, "charge": 0, "multiplicity": 1, "homo_ev": -7.34}